Entry 1:
Below is a cluster of 2 separate species, C5H17N2O in total, with properties calculated with ωB97M-V with the def2-TZVPD basis set.

Properties
Orbital gap = 10.70 eV
Molar mass = 121.20 g mol⁻¹
HOMO energy = -13.59 eV
ΔE to the lowest compared entry with this formula, charge and spin = 61.1 kcal per mole

Geometry as ORCA input:
```
! RIJCOSX wB97M-V def2-TZVPD def2/J DEFGRID3
* xyz 1 1
N -0.682 0.774 -0.333
C 0.449 -0.290 -0.652
C 0.915 -0.946 0.597
C -0.145 -1.075 1.832
C -0.631 0.218 2.473
C -0.196 -1.468 -1.551
N -0.930 -0.864 -2.736
H -1.071 1.035 -1.250
H -1.293 0.417 0.377
H -0.369 1.591 0.245
H 1.382 0.285 -0.922
H 1.869 -0.395 1.028
H 1.312 -1.988 0.571
H 0.381 -1.695 2.512
H -1.067 -1.675 1.496
H -0.585 0.243 3.574
H -1.728 0.173 2.295
H -0.028 1.101 2.672
H 0.588 -2.027 -1.868
H -0.835 -2.034 -0.923
H -0.393 -0.898 -3.589
H -1.801 -1.367 -2.940
H 1.740 3.095 0.971
H 0.611 3.549 -0.132
O 1.279 2.823 0.146
*
```



Entry 2:
Below is a structure of composition C30H54FeN11S, with properties calculated with ωB97M-V with the def2-TZVPD basis set.

Properties
Orbital gap (alpha / beta) = 7.82 / 8.26 eV
⟨S²⟩ = 0.847
Molar mass = 656.75 g mol⁻¹
HOMO energy (alpha / beta) = -13.27 / -13.28 eV
ΔE to the lowest compared entry with this formula, charge and spin = 8.2 kcal per mole

Geometry as ORCA input:
```
! RIJCOSX wB97M-V def2-TZVPD def2/J DEFGRID3
* xyz 2 2
Fe -0.359 0.334 -0.014
C -1.510 -3.369 3.285
N -1.601 -2.856 1.928
C -0.611 -3.388 1.027
C -2.540 -1.980 1.510
N -2.319 -1.201 0.471
C -3.489 -0.725 -0.273
C -3.264 0.714 -0.622
N -1.962 0.938 -1.284
C -1.859 0.172 -2.556
C -1.173 -1.166 -2.371
N 0.127 -1.040 -1.688
C 1.116 -1.635 -2.355
N 1.152 -1.641 -3.726
C 0.828 -0.469 -4.513
C 1.454 -2.837 -4.498
N 2.127 -2.310 -1.766
C 3.420 -2.490 -2.417
C 1.966 -3.006 -0.502
C -1.829 2.375 -1.563
C -0.364 2.693 -1.646
N 0.171 2.257 -0.352
C 1.059 3.071 0.222
N 1.102 3.221 1.561
C -0.105 3.379 2.356
C 2.342 3.452 2.286
N 1.910 3.842 -0.507
C 2.479 3.446 -1.782
C 2.272 5.194 -0.092
N -3.679 -1.981 2.291
C -4.405 -0.783 2.647
C -4.424 -3.217 2.476
H -0.503 -3.188 3.665
H -1.695 -4.445 3.303
H -2.225 -2.872 3.930
H 0.389 -3.233 1.433
H -0.695 -2.894 0.065
H -0.767 -4.465 0.899
H -4.435 -0.788 0.257
H -3.642 -1.326 -1.175
H -3.262 1.318 0.289
H -4.076 1.077 -1.265
H -1.302 0.783 -3.264
H -2.858 0.030 -2.980
H -1.100 -1.667 -3.337
H -1.785 -1.808 -1.740
H 0.745 0.397 -3.861
H -0.105 -0.588 -5.073
H 1.629 -0.282 -5.232
H 1.493 -3.704 -3.845
H 2.398 -2.751 -5.039
H 0.656 -2.995 -5.227
H 3.538 -1.774 -3.225
H 3.538 -3.498 -2.816
H 4.206 -2.322 -1.683
H 1.867 -2.321 0.340
H 2.847 -3.622 -0.343
H 1.097 -3.660 -0.541
H -2.247 2.922 -0.716
H -2.393 2.656 -2.458
H -0.234 3.766 -1.806
H 0.114 2.185 -2.490
H -0.977 3.112 1.770
H -0.188 4.424 2.675
H -0.063 2.753 3.244
H 3.194 3.163 1.676
H 2.331 2.835 3.186
H 2.455 4.493 2.593
H 2.301 2.395 -1.969
H 3.557 3.617 -1.759
H 2.060 4.027 -2.608
H 1.603 5.537 0.690
H 2.163 5.858 -0.951
H 3.303 5.254 0.259
H -3.828 0.108 2.397
H -4.590 -0.782 3.724
H -5.378 -0.714 2.149
H -3.799 -4.074 2.243
H -5.302 -3.241 1.823
H -4.764 -3.310 3.509
S 0.536 0.213 4.295
C -1.143 0.504 4.153
C -1.562 0.568 2.853
C -0.498 0.370 1.934
C 0.685 0.173 2.582
C 1.882 0.081 1.799
C 3.190 -0.029 2.259
C 4.218 0.047 1.341
C 3.915 0.236 -0.004
C 2.589 0.280 -0.387
N 1.584 0.194 0.486
H -1.739 0.623 5.044
H -2.593 0.757 2.581
H 3.386 -0.135 3.317
H 5.246 -0.015 1.668
H 4.693 0.339 -0.745
H 2.306 0.414 -1.419
*
```



Entry 3:
Below is a cluster of 2 separate species, C3H10N3O in total, with properties calculated with ωB97M-V with the def2-TZVPD basis set.

Properties
Orbital gap = 11.06 eV
Molar mass = 104.13 g mol⁻¹
HOMO energy = -14.37 eV
ΔE to the lowest compared entry with this formula, charge and spin = 18.9 kcal per mole

Geometry as ORCA input:
```
! RIJCOSX wB97M-V def2-TZVPD def2/J DEFGRID3
* xyz 1 1
C -1.135 -1.957 -1.275
C -1.177 -0.937 -0.206
N -0.159 -1.271 0.735
O -1.895 0.093 -0.273
H -0.083 -1.935 -1.738
H -1.845 -1.699 -2.068
H -1.397 -2.965 -0.947
H -0.456 -1.083 1.690
H 0.247 -2.205 0.663
N -0.054 2.319 0.456
C 1.266 2.081 0.379
N 1.819 0.900 0.488
H -0.802 1.632 0.417
H -0.290 3.271 0.408
H 1.895 2.969 0.290
H 2.850 0.720 0.471
H 1.216 0.067 0.510
*
```



F_max / eV/A: 5.3 1.0 3.9
Electronic energy / hartree: -385.1433 -3439.2103 -359.6098